Below is a structure of composition C21H42MoN6O3Si at a distorted geometry, with properties calculated with wB97M-V/def2-TZVPD.

Summary:
Relative energy (zero: lowest compared OMol25 entry of this formula, charge and spin) (kcal per mole): 27.04
<S²>: 2.025
Spin multiplicity: 3
Charge: +2
Lowest unoccupied orbital energy (spin up / spin down) (eV): -5.144 / -5.694
Kohn-Sham gap (spin up / spin down) (eV): 8.65 / 8.50
E_HOMO (spin up / spin down) (eV): -13.80 / -14.19
Energy (hartree): -1736.93225

CARTESIAN COORDINATES (ANGSTROEM)
Mo -0.6114 -1.6934 -0.1033
C -0.1222 -3.7838 0.9411
C -1.3728 -3.4213 1.4707
C -2.2981 -3.3898 0.4087
C -1.6292 -3.7404 -0.8022
C -0.2725 -4.0277 -0.4677
H 0.7993 -3.7971 1.4882
H -1.5513 -2.9682 2.4438
H -3.3106 -3.0478 0.4844
H -2.0426 -3.6480 -1.7870
H 0.5498 -4.1555 -1.1626
N -0.3249 0.4762 1.0161
C 0.0879 1.5030 0.0494
C 0.9301 2.6474 0.5644
C 1.1252 3.8607 -0.3843
C 0.2646 5.0991 -0.0436
N -1.1808 4.8059 -0.1507
C -2.0632 4.7867 0.8476
N -1.6875 4.9522 2.1139
N -3.3607 4.5311 0.5924
C 0.7908 0.7144 -1.0487
O 1.7471 1.1940 -1.5998
O 0.2797 -0.3960 -1.3877
H -1.1079 0.8144 1.5696
H 0.4614 0.2783 1.6301
H -0.8258 1.8995 -0.4029
H 1.8923 2.2580 0.8699
H 0.4321 2.9968 1.4887
H 0.9427 3.5844 -1.4245
H 2.1637 4.1928 -0.3411
H 0.4297 5.8937 -0.7591
H 0.4971 5.5170 0.9321
H -1.5379 4.6759 -1.0844
H -0.7649 5.3048 2.3313
H -2.3764 5.0707 2.8371
H -3.6909 4.4015 -0.3501
H -4.0562 4.5717 1.3151
C 3.2558 -1.9662 -1.2424
N 3.4035 -2.3013 0.1526
C 4.6653 -2.9503 0.4700
C 4.6304 -3.6253 1.8174
C 4.0764 -2.6240 2.8257
N 2.7925 -2.1264 2.3839
C 1.9579 -1.5826 3.4218
C 2.4888 -1.9496 1.0715
O 1.3717 -1.4347 0.7447
H 3.2936 -2.8641 -1.8598
H 4.1131 -1.3521 -1.5451
H 2.3351 -1.4169 -1.4227
H 5.4749 -2.2146 0.3920
H 4.8493 -3.7020 -0.3032
H 5.6308 -3.9399 2.1101
H 4.0058 -4.5064 1.7964
H 4.7695 -1.8049 2.9944
H 3.9058 -3.1154 3.7861
H 1.8933 -2.2856 4.2496
H 0.9822 -1.3800 3.0466
H 2.3761 -0.6540 3.8285
C -1.5859 0.9404 -3.3691
Si -2.9051 -0.0827 -2.4599
C -4.1246 1.2845 -1.9482
C -3.6980 -1.3171 -3.6169
C -2.4862 -0.8921 -0.7956
H -2.1123 1.4951 -4.1536
H -0.7804 0.3772 -3.8471
H -1.1217 1.6745 -2.7090
H -4.3425 1.9272 -2.7973
H -3.6514 1.8870 -1.1497
H -5.0940 0.9367 -1.5617
H -4.0095 -0.8058 -4.5378
H -4.5683 -1.8228 -3.1939
H -2.9669 -2.0892 -3.8886
H -3.3430 -1.5673 -0.7406
H -2.6878 -0.1107 -0.0440

Mulliken atomic charge list, values in e, 4 entries: atom 1 (Mo): 0.300, atom 2 (C): -0.719, atom 3 (C): -0.291, atom 4 (C): -0.516

=====

Below is a cluster of 3 separate species, C21H42N3O8 in total at a distorted geometry, with properties calculated with wB97M-V/def2-TZVPD.

Summary:
Charge: +1
Lowest unoccupied orbital energy (eV): -2.831
Kohn-Sham gap (eV): 9.31
E_HOMO (eV): -12.14
Energy (hartree): -1591.20576

CARTESIAN COORDINATES (ANGSTROEM)
C 2.1164 -0.8783 0.6613
C 2.3672 -1.4511 -0.7922
C 1.0636 -1.2348 -1.6681
C 0.6726 -2.5119 -2.5471
N 0.7003 -3.7498 -1.7126
C -0.5840 -4.2010 -1.3076
N -0.7398 -5.5658 -1.1432
C -2.1074 -5.7994 -0.7474
C -2.7495 -4.5019 -0.7037
O -4.0728 -4.4109 -0.3992
C -4.4448 -3.1863 0.2921
C -5.3651 -2.3410 -0.7276
C -5.0169 -2.6320 -2.2411
C -5.4121 -0.7900 -0.3950
C -4.4910 0.1128 -1.3229
C -5.1386 -0.4238 1.1196
N -1.7606 -3.5339 -1.0527
O -1.9491 -2.1973 -1.1240
H 3.0670 -0.9268 1.2722
H 1.3383 -1.4911 1.2102
H 1.7223 0.1757 0.6388
H 3.2410 -0.9132 -1.2584
H 2.6804 -2.5232 -0.6755
H 1.2794 -0.3597 -2.3503
H 0.2292 -0.9221 -0.9750
H -0.3524 -2.2932 -2.9737
H 1.3751 -2.5187 -3.4186
H 1.0813 -4.4946 -2.3078
H -0.0271 -6.2815 -1.2916
H -2.5885 -6.7750 -0.5199
H -3.5860 -2.5919 0.6946
H -5.1244 -3.4284 1.1622
H -6.4087 -2.7506 -0.5652
H -3.9422 -2.4640 -2.5148
H -5.3298 -3.6473 -2.5953
H -5.6118 -1.8851 -2.8512
H -6.4738 -0.4541 -0.6126
H -4.5165 1.1474 -0.8587
H -4.8558 0.2023 -2.3775
H -3.4108 -0.1937 -1.3313
H -5.4352 0.6448 1.3084
H -4.0311 -0.4890 1.3052
H -5.6634 -1.1502 1.7964
H -1.5705 -1.8231 -0.2931
C 0.7488 5.9524 3.4771
C -0.6952 5.4916 3.4581
O -1.1223 5.1796 2.1232
C -0.7077 4.0058 1.6441
O -0.0258 3.1976 2.2255
O -1.1569 3.8857 0.3858
C -0.6971 2.7113 -0.2717
H 0.8963 6.7803 2.7802
H 1.0369 6.2755 4.4785
H 1.4234 5.1519 3.1684
H -1.3385 6.2995 3.8087
H -0.8555 4.6398 4.1224
H -0.9162 1.8174 0.3154
H 0.3743 2.7898 -0.4660
H -1.2181 2.6341 -1.2255
C 8.5523 1.5803 0.1205
C 7.4298 0.6197 0.4593
O 6.3956 1.2744 1.2075
C 5.5662 2.0438 0.4949
O 5.6087 2.2211 -0.6972
O 4.6918 2.6075 1.3404
C 3.8011 3.5367 0.7242
H 8.9258 2.0672 1.0238
H 9.3755 1.0549 -0.3662
H 8.2078 2.3707 -0.5483
H 7.8150 -0.1787 1.0954
H 7.0179 0.1489 -0.4363
H 3.2869 3.0894 -0.1278
H 4.3496 4.4281 0.4161
H 3.0552 3.8265 1.4635

Mulliken atomic charge list, values in e, 4 entries: atom 1 (C): -1.039, atom 2 (C): -0.342, atom 3 (C): 0.158, atom 4 (C): -0.731

=====

Please write out number 1 again, unchanged.
Below is a structure of composition C21H42MoN6O3Si at a distorted geometry, with properties calculated with wB97M-V/def2-TZVPD.

Summary:
Relative energy (zero: lowest compared OMol25 entry of this formula, charge and spin) (kcal per mole): 27.04
<S²>: 2.025
Spin multiplicity: 3
Charge: +2
Lowest unoccupied orbital energy (spin up / spin down) (eV): -5.144 / -5.694
Kohn-Sham gap (spin up / spin down) (eV): 8.65 / 8.50
E_HOMO (spin up / spin down) (eV): -13.80 / -14.19
Energy (hartree): -1736.93225

CARTESIAN COORDINATES (ANGSTROEM)
Mo -0.6114 -1.6934 -0.1033
C -0.1222 -3.7838 0.9411
C -1.3728 -3.4213 1.4707
C -2.2981 -3.3898 0.4087
C -1.6292 -3.7404 -0.8022
C -0.2725 -4.0277 -0.4677
H 0.7993 -3.7971 1.4882
H -1.5513 -2.9682 2.4438
H -3.3106 -3.0478 0.4844
H -2.0426 -3.6480 -1.7870
H 0.5498 -4.1555 -1.1626
N -0.3249 0.4762 1.0161
C 0.0879 1.5030 0.0494
C 0.9301 2.6474 0.5644
C 1.1252 3.8607 -0.3843
C 0.2646 5.0991 -0.0436
N -1.1808 4.8059 -0.1507
C -2.0632 4.7867 0.8476
N -1.6875 4.9522 2.1139
N -3.3607 4.5311 0.5924
C 0.7908 0.7144 -1.0487
O 1.7471 1.1940 -1.5998
O 0.2797 -0.3960 -1.3877
H -1.1079 0.8144 1.5696
H 0.4614 0.2783 1.6301
H -0.8258 1.8995 -0.4029
H 1.8923 2.2580 0.8699
H 0.4321 2.9968 1.4887
H 0.9427 3.5844 -1.4245
H 2.1637 4.1928 -0.3411
H 0.4297 5.8937 -0.7591
H 0.4971 5.5170 0.9321
H -1.5379 4.6759 -1.0844
H -0.7649 5.3048 2.3313
H -2.3764 5.0707 2.8371
H -3.6909 4.4015 -0.3501
H -4.0562 4.5717 1.3151
C 3.2558 -1.9662 -1.2424
N 3.4035 -2.3013 0.1526
C 4.6653 -2.9503 0.4700
C 4.6304 -3.6253 1.8174
C 4.0764 -2.6240 2.8257
N 2.7925 -2.1264 2.3839
C 1.9579 -1.5826 3.4218
C 2.4888 -1.9496 1.0715
O 1.3717 -1.4347 0.7447
H 3.2936 -2.8641 -1.8598
H 4.1131 -1.3521 -1.5451
H 2.3351 -1.4169 -1.4227
H 5.4749 -2.2146 0.3920
H 4.8493 -3.7020 -0.3032
H 5.6308 -3.9399 2.1101
H 4.0058 -4.5064 1.7964
H 4.7695 -1.8049 2.9944
H 3.9058 -3.1154 3.7861
H 1.8933 -2.2856 4.2496
H 0.9822 -1.3800 3.0466
H 2.3761 -0.6540 3.8285
C -1.5859 0.9404 -3.3691
Si -2.9051 -0.0827 -2.4599
C -4.1246 1.2845 -1.9482
C -3.6980 -1.3171 -3.6169
C -2.4862 -0.8921 -0.7956
H -2.1123 1.4951 -4.1536
H -0.7804 0.3772 -3.8471
H -1.1217 1.6745 -2.7090
H -4.3425 1.9272 -2.7973
H -3.6514 1.8870 -1.1497
H -5.0940 0.9367 -1.5617
H -4.0095 -0.8058 -4.5378
H -4.5683 -1.8228 -3.1939
H -2.9669 -2.0892 -3.8886
H -3.3430 -1.5673 -0.7406
H -2.6878 -0.1107 -0.0440

Mulliken atomic charge list, values in e, 4 entries: atom 1 (Mo): 0.300, atom 2 (C): -0.719, atom 3 (C): -0.291, atom 4 (C): -0.516

=====

> Which formula does entry 2 have?

C21H42N3O8

=====

> Which of these has the lowest charge?

C21H42N3O8